Density functional theory data (ωB97M-V/def2-TZVPD) for a cluster of 9 separate species, C34H94N8O10 in total at a distorted geometry.

Structure (XYZ):
```
146
C34H94N8O10 | the Open Molecules 2025 dataset | ωB97M-V/def2-TZVPD
C 1.56355 -1.36479 7.59353
C 1.22300 -2.03267 6.26344
O -0.17563 -1.88655 5.99792
O 1.53997 0.06194 7.51309
H 2.49804 -1.78479 7.98100
H 0.81633 -1.52415 8.38001
H 1.50111 -3.09283 6.20949
H 1.76813 -1.56687 5.43781
H -0.52001 -2.33646 6.78040
H 2.44861 0.36460 7.41323
C -0.56535 -1.11980 -1.42283
C 0.48583 -0.46952 -0.50723
C 1.30613 -1.49049 0.27573
O 0.54212 -2.17285 1.25493
C 0.69340 -1.61360 2.55317
N 1.33297 0.54009 -1.15821
H -0.07131 -1.72353 -2.19824
H -1.16222 -0.37521 -1.95039
H -1.16349 -1.87766 -0.91424
H -0.15979 0.05387 0.20430
H 2.16198 -0.96004 0.71820
H 1.92900 -2.19686 -0.28427
H -0.15169 -0.91858 2.64884
H 1.54147 -0.95155 2.75503
H 0.64303 -2.41740 3.28286
H 1.96622 0.00844 -1.75191
H 0.73934 1.09411 -1.76753
C 3.24844 -2.42633 -2.84827
C 4.33076 -2.46831 -3.90718
C 4.74404 -1.07426 -4.40994
O 5.78737 -1.14653 -5.33450
C 6.17606 0.13926 -5.79625
N 5.48168 -3.18096 -3.30594
H 3.53587 -1.95993 -1.90037
H 2.88529 -3.42598 -2.61802
H 2.39808 -1.79312 -3.13125
H 3.99451 -3.05902 -4.75828
H 4.95226 -0.44997 -3.52987
H 3.87035 -0.66374 -4.94150
H 7.06508 0.04137 -6.41397
H 6.49470 0.71759 -4.92101
H 5.32397 0.59096 -6.30840
H 6.15189 -3.30540 -4.06125
H 5.94978 -2.56504 -2.64645
C -3.64881 5.90616 3.75637
C -2.89922 4.56066 3.87130
C -2.75885 3.99100 2.49724
O -2.27889 2.64221 2.60346
C -1.65078 2.13239 1.45226
N -1.63941 4.85201 4.62002
H -4.66781 5.73003 3.37981
H -3.22977 6.62651 3.05354
H -3.86154 6.34647 4.73018
H -3.52199 4.01040 4.58151
H -2.09534 4.51189 1.80168
H -3.73475 3.86573 2.01442
H -1.62484 1.05865 1.63064
H -0.76855 2.59145 0.99954
H -2.40106 2.20274 0.64437
H -1.89628 5.18318 5.55296
H -1.46947 3.88933 4.97193
C 2.25491 -5.21302 -5.28220
C 1.01478 -6.08042 -4.99161
C -0.04300 -5.39298 -4.15993
O -0.09907 -5.77227 -2.77797
C 0.15237 -4.83128 -1.75107
N 0.46438 -6.36843 -6.32101
H 2.03380 -4.34430 -5.89839
H 3.02024 -5.86754 -5.70361
H 2.71704 -4.83056 -4.36786
H 1.27889 -6.98023 -4.42129
H -1.05773 -5.77467 -4.34675
H -0.13125 -4.30711 -4.29488
H -0.13395 -5.34316 -0.83373
H -0.67986 -4.10334 -1.77597
H 1.06998 -4.24710 -1.79730
H 1.22927 -6.79242 -6.84461
H -0.17612 -7.16054 -6.24625
C -2.19623 2.50070 9.39351
C -2.09782 2.77360 7.87531
C -1.00992 1.94524 7.21353
O -1.20330 2.02807 5.81872
C -0.29281 1.29727 5.01872
N -3.43065 2.69125 7.25630
H -1.19737 2.67026 9.79348
H -2.47120 1.46070 9.59250
H -2.98686 3.14911 9.76248
H -1.68811 3.79366 7.90641
H -1.14971 0.91290 7.56990
H -0.01773 2.28522 7.52539
H -0.19821 0.23610 5.25811
H 0.65072 1.84534 4.97596
H -0.79329 1.22447 4.05023
H -3.23826 2.55208 6.26751
H -3.79695 1.80122 7.59039
C 4.78443 0.72479 -0.35863
C 4.77040 1.65343 0.83227
C 3.55753 2.52815 1.00428
O 3.95044 3.62073 1.81315
C 2.91861 4.44764 2.29996
N 5.04337 0.87468 2.11802
H 4.50334 1.31478 -1.23635
H 3.97627 -0.00497 -0.27195
H 5.73804 0.21586 -0.46831
H 5.68603 2.24699 0.89325
H 2.70684 1.98364 1.43239
H 3.24036 2.94494 0.03962
H 3.33574 5.40429 2.60322
H 2.42829 4.05632 3.19844
H 2.11541 4.58360 1.57192
H 4.48373 1.32049 2.84298
H 5.98006 1.12335 2.41333
C -4.00888 -4.97907 -4.18134
C -5.24648 -4.25536 -4.70570
C -4.86817 -2.80907 -5.01674
O -4.94365 -2.06764 -3.79644
C -3.91180 -1.09926 -3.63492
N -5.89666 -4.82794 -5.88741
H -3.23161 -5.21150 -4.91191
H -4.20344 -5.92547 -3.66763
H -3.58063 -4.34265 -3.40412
H -5.92960 -4.26453 -3.84804
H -5.56539 -2.39863 -5.75673
H -3.88949 -2.68171 -5.48692
H -4.23214 -0.13292 -3.23779
H -3.51115 -0.79684 -4.60760
H -3.17811 -1.56346 -2.97581
H -6.06030 -5.79864 -5.62823
H -6.80333 -4.39644 -6.01961
C -1.30631 4.16628 -4.41909
C -1.34662 3.16697 -3.22703
C -2.51570 3.51290 -2.27506
O -2.29182 4.81956 -1.74823
C -3.33737 5.13820 -0.85801
N -1.55034 1.78704 -3.67854
H -0.61418 4.95926 -4.13354
H -2.30004 4.57048 -4.59727
H -0.87539 3.63397 -5.26514
H -0.42286 3.28867 -2.66048
H -2.45330 2.78461 -1.46505
H -3.46218 3.53731 -2.82099
H -4.26397 5.25716 -1.44054
H -3.22603 6.10004 -0.36110
H -3.57350 4.36549 -0.12466
H -2.46633 1.68296 -4.10816
H -0.92263 1.66546 -4.46856
```

Calculated values
total charge	0
HOMO level	-9.2261	eV
structure (SMILES)	COC[C@H](C)N.COC[C@H](C)N.COC[C@H](C)N.COC[C@H](C)N.COC[C@H](C)N.COC[C@H](C)N.COC[C@H](C)N.COC[C@H](C)N.OCCO
LUMO energy	0.45	eV
Kohn-Sham gap	9.7	eV
ΔE to the lowest compared entry with this formula, charge and spin	395.1	kJ/mol


Density functional theory data (ωB97M-V/def2-TZVPD) for a cluster of 2 separate species, C4H9Br2P in total at a distorted geometry.

Structure (XYZ):
```
16
C4H9Br2P | the Open Molecules 2025 dataset | ωB97M-V/def2-TZVPD
C 1.01846 0.18995 -1.05762
C -0.59281 -1.03017 0.53034
C -0.19507 1.43956 0.81579
C 0.10668 0.15939 0.11813
P 2.43622 -1.16699 2.25737
Br 2.89578 -2.48850 0.48415
Br 3.41626 0.64817 1.57250
H 2.10444 0.29819 -0.83963
H 1.05421 -0.75539 -1.77459
H 0.83406 1.05384 -1.66952
H -1.34220 -1.16382 -0.16883
H -0.83832 -1.28280 1.55547
H -0.06549 -2.07530 0.44203
H -0.41197 2.35080 0.08775
H -1.00744 1.40855 1.48213
H 0.65564 1.89960 1.25604
```

Calculated values
total charge	0
HOMO level (alpha / beta)	-6.9788 / -8.2612	eV
LUMO energy (alpha / beta)	-1.49 / 0.12	eV
Kohn-Sham gap (alpha / beta)	5.5 / 8.4	eV
ΔE to the lowest compared entry with this formula, charge and spin	374.8	kJ/mol


Density functional theory data (ωB97M-V/def2-TZVPD) for a structure of composition C40H42AsF5O7PS6SbSn.

Structure (XYZ):
```
104
C40H42AsF5O7PS6SbSn | the Open Molecules 2025 dataset | ωB97M-V/def2-TZVPD
Sn -0.67221 0.09935 -0.48835
O -4.62251 0.28484 2.04168
S -3.88865 -0.47355 1.06093
O -3.97134 -1.91112 1.19003
O -2.48354 -0.00768 0.94047
C -4.64861 -0.08329 -0.53454
C -5.55335 -1.04028 -0.97634
C -6.29654 -0.85908 -2.13294
C -6.13356 0.29813 -2.86957
C -5.22063 1.25056 -2.44575
C -4.47564 1.07736 -1.28667
S -3.24177 2.36540 -0.99145
O -3.52907 3.40335 -1.95889
O -3.29535 2.74563 0.38967
O -1.94886 1.70014 -1.36749
H -5.64585 -1.94623 -0.39629
H -6.99102 -1.62569 -2.45501
H -6.69712 0.45696 -3.78137
H -5.06026 2.15317 -3.01586
S 6.25456 0.12322 2.90297
Sb 4.46462 1.48430 2.80922
S 3.26331 1.42693 0.52153
S 1.46801 2.26416 0.80609
S 4.77589 2.88409 0.80699
F -2.53186 -2.28870 -1.54712
C -1.49005 -1.56897 -2.09011
F -0.48867 -2.51461 -2.33465
C -1.99534 -1.22247 -3.49702
F -2.60846 -2.25522 -4.12041
F -2.86327 -0.21241 -3.47365
F -0.97963 -0.85805 -4.30952
O 1.14883 0.40149 -2.27008
As 1.58598 0.98035 -3.74561
C 0.15312 1.75823 -4.73917
C 0.03447 1.58248 -6.11131
C -1.04270 2.15037 -6.77480
C -1.99409 2.87023 -6.06317
C -1.87173 3.04075 -4.69259
C -0.78611 2.49060 -4.02503
C 2.92610 2.34356 -3.57457
C 2.73448 3.63276 -4.04604
C 3.71045 4.59537 -3.82515
C 4.86507 4.26742 -3.13294
C 5.05272 2.97757 -2.65377
C 4.08165 2.01486 -2.87146
C 2.44704 -0.40887 -4.76505
C 2.03154 -1.71924 -4.55011
C 2.72684 -2.76106 -5.14544
C 3.83507 -2.50026 -5.93723
C 4.25014 -1.19440 -6.14807
C 3.55687 -0.14582 -5.55900
H 0.75952 0.98632 -6.65435
H -1.14901 2.01746 -7.84428
H -2.85022 3.28428 -6.58170
H -2.62111 3.56766 -4.11786
H -0.71570 2.59108 -2.94845
H 1.82490 3.89314 -4.57660
H 3.55857 5.60583 -4.18265
H 5.61576 5.02349 -2.94649
H 5.93520 2.72757 -2.08328
H 4.20919 1.01754 -2.46481
H 1.19213 -1.92662 -3.90317
H 2.40746 -3.77978 -4.97141
H 4.38948 -3.31953 -6.37697
H 5.12220 -0.99073 -6.75580
H 3.88843 0.87583 -5.71128
C 1.11946 -5.47258 1.84693
C 0.05463 -4.52708 1.29332
C -1.29410 -4.76238 1.97735
C -0.12294 -4.82640 -0.20074
P 0.45202 -2.69088 1.36862
C 2.18905 -2.63327 0.76850
C 2.33902 -2.21415 -0.55290
C 3.59658 -2.05036 -1.11762
C 4.73202 -2.29220 -0.36354
C 4.60369 -2.72284 0.94909
C 3.34777 -2.89918 1.50219
C 0.49352 -2.13443 3.16801
C 1.02366 -3.08818 4.23775
C -0.94791 -1.74812 3.53429
C 1.32526 -0.84808 3.19234
H 0.80015 -6.50743 1.68072
H 1.28541 -5.34592 2.91394
H 2.07342 -5.33538 1.33474
H -1.67571 -5.74443 1.68184
H -2.03309 -4.01343 1.68526
H -1.20931 -4.75412 3.06340
H -0.33026 -5.89419 -0.32604
H 0.77347 -4.58396 -0.77573
H -0.95219 -4.26181 -0.62721
H 1.46662 -1.98874 -1.14912
H 3.67701 -1.69767 -2.13854
H 5.71539 -2.12148 -0.78265
H 5.48301 -2.89179 1.55292
H 3.27721 -3.22810 2.52988
H 0.40743 -3.98105 4.32978
H 0.99291 -2.57084 5.20214
H 2.05479 -3.39767 4.07088
H -1.59274 -2.61614 3.66354
H -1.40303 -1.11093 2.77576
H -0.93305 -1.19475 4.47740
H 2.37920 -1.03777 2.99183
H 1.24279 -0.39591 4.18464
H 0.97531 -0.10990 2.46661
```

Calculated values
total charge	-2
HOMO level	-2.2788	eV
LUMO energy	3.70	eV
Kohn-Sham gap	6.0	eV
ΔE to the lowest compared entry with this formula, charge and spin	0.0	kJ/mol